(1)
The following is a quantum chemistry calculation of 5 unconnected molecules or ions with the total composition C3H16O4S in a non-equilibrium geometry, from the Open Molecules 2025 dataset.

The geometry in XYZ format:
```
24
Properties=species:S:1:pos:R:3:forces:R:3
C 2.999639 -0.489302 -2.748122 1.965 0.908 -0.234
C 1.614322 -0.167202 -3.166588 -0.544 0.443 -0.382
S 0.431065 -1.470895 -2.761916 -0.066 -0.329 0.537
C -0.878557 -0.461734 -2.045136 -0.791 0.573 -0.950
H 3.683949 0.346654 -2.961035 -0.322 0.151 -0.509
H 3.445711 -1.306421 -3.310578 -0.240 -0.359 0.206
H 3.207695 -0.572191 -1.704147 -0.515 -0.771 0.912
H 1.662558 0.036984 -4.239048 -0.436 -0.144 -0.033
H 1.212577 0.734545 -2.704378 0.256 0.072 0.100
H -0.650193 0.253407 -1.262648 0.715 -0.143 0.310
H -1.262011 0.145567 -2.869246 -0.198 0.032 0.111
H -1.720036 -1.050112 -1.690922 0.162 -0.410 -0.054
H -4.703571 0.212934 3.097796 -0.054 -0.036 0.000
H -3.892686 0.146201 4.372874 -0.055 -0.143 -0.023
O -4.543962 0.693428 3.914726 0.069 0.127 0.001
H -0.486238 0.079646 1.105211 -0.040 0.137 -0.092
H -1.178791 1.307712 1.789349 0.024 0.136 -0.266
O -0.919798 0.392754 1.902324 -0.086 -0.318 0.490
H -1.802551 -1.527887 4.843685 0.087 0.028 -0.023
H -2.004837 -0.677933 3.594178 0.860 0.865 -0.902
O -2.403924 -1.351112 4.116307 -0.804 -0.826 0.806
H 3.407935 1.669102 0.562326 0.363 -0.094 0.130
H 1.967582 1.671570 0.900489 -0.111 -0.121 0.356
O 2.814124 1.384285 1.264500 -0.241 0.222 -0.491
```
Forces are in eV/Å.

## Properties
**LUMO**: 0.11 eV
**E_HOMO**: -0.32312 Ha
**DFT total energy**: -22395.33967 eV
**SMILES**: CCSC.O.O.O.O

Löwdin population analysis, charges in e, atoms 1 to 8: -0.20 -0.58 0.80 -0.44 0.08 0.08 0.06 0.08

(2)
The following is a quantum chemistry calculation of a molecular structure, H11LiO6 in a non-equilibrium geometry, from the Open Molecules 2025 dataset.

The geometry in XYZ format:
```
18
Properties=species:S:1:pos:R:3:forces:R:3
Li 0.597473 0.171910 0.007817 -0.268 0.911 0.598
O 0.877405 1.523554 1.526968 3.416 -0.195 -2.911
H 1.820721 1.839925 1.094525 -3.769 -0.745 2.183
O -1.285253 1.356726 3.029445 2.852 0.345 -2.151
H -0.276239 1.513373 2.437999 -2.342 -0.460 1.635
H -1.672769 2.222876 2.878918 -0.191 0.094 0.176
O 1.156275 1.145298 -1.816554 -1.953 -1.640 -2.627
H 1.796143 0.578397 -2.367388 -1.579 1.174 1.079
H 0.232168 1.068052 -2.345863 3.347 0.245 1.615
O 1.574435 -1.639178 -0.508272 3.640 3.001 0.525
H 2.385424 -1.272041 0.047764 -1.980 -1.015 -1.965
H 1.183258 -2.113894 0.174386 -1.570 -1.943 1.839
O -1.538134 -0.295053 0.411466 2.125 -7.879 1.042
H -1.837273 -0.638937 1.329651 1.259 -0.057 -1.870
H -1.887803 0.469953 0.576823 -2.881 8.060 0.712
O -0.994928 -1.853699 -2.549141 -1.083 2.850 2.387
H -0.841012 -2.733544 -2.249354 0.199 -1.061 0.347
H -1.289893 -1.343718 -1.679187 0.778 -1.685 -2.614
```
Forces are in eV/Å.

## Properties
**LUMO**: -0.44 eV
**E_HOMO**: -0.31964 Ha
**DFT total energy**: -12668.01971 eV

Löwdin population analysis, charges in e, atoms 1 to 8: 0.68 -0.57 0.02 -0.23 0.04 -0.02 -0.17 0.09

(3)
The following is a quantum chemistry calculation of a molecular structure, C33H41BGe2IrN6S5, from the Open Molecules 2025 dataset.

The geometry in XYZ format:
```
89
Properties=species:S:1:pos:R:3:forces:R:3
Ir 0.456490 -0.387802 0.822032 -0.605 -0.353 0.249
C 0.214803 -4.169716 0.717730 -0.019 0.026 0.002
C 0.823714 -3.338265 1.790023 0.106 0.143 -0.176
C 1.313287 -3.843735 2.983842 0.148 -0.044 0.044
C 2.059721 -2.832709 3.567598 0.041 -0.085 -0.014
C 2.829610 -2.836792 4.842198 0.008 -0.007 -0.006
N 2.004899 -1.771185 2.762588 0.048 0.097 -0.179
N 1.229290 -2.050991 1.670375 -0.149 -0.048 0.459
B 2.908228 -0.508483 2.727545 0.040 -0.002 -0.056
N 2.035895 0.665378 3.152900 0.006 -0.046 -0.069
N 0.965014 0.910545 2.370063 0.009 0.070 -0.014
C 0.330751 1.984337 2.868347 -0.008 -0.077 0.006
C -0.848771 2.643430 2.237860 -0.035 -0.051 0.038
C 1.000984 2.393071 4.020301 0.082 0.079 -0.023
C 2.077946 1.536691 4.168677 0.054 0.093 -0.058
C 3.151794 1.517813 5.201492 -0.004 -0.003 0.009
N 3.368233 -0.319775 1.260215 -0.005 0.044 -0.002
N 2.475451 -0.192804 0.232163 0.025 -0.192 -0.062
C 3.157511 -0.263633 -0.906590 -0.028 0.011 -0.007
C 2.481334 -0.227681 -2.228485 0.061 -0.047 0.036
C 4.517585 -0.405002 -0.622627 0.005 0.038 -0.009
C 4.610386 -0.444037 0.753648 0.009 -0.002 0.063
C 5.822928 -0.600648 1.606964 0.009 0.007 -0.013
H -0.155448 -5.098590 1.146542 0.006 0.006 0.009
H -0.595215 -3.694415 0.191675 -0.171 0.080 -0.035
H 0.985801 -4.419068 -0.014226 -0.002 -0.003 0.002
H 1.196997 -4.851867 3.343016 -0.028 0.007 0.007
H 2.792220 -3.825813 5.292028 -0.007 0.000 0.001
H 3.872526 -2.565807 4.681343 -0.002 -0.010 -0.005
H 2.401451 -2.122727 5.547022 0.016 -0.002 0.010
H 3.853906 -0.631801 3.440053 -0.049 -0.017 0.045
H -1.221580 2.090245 1.380053 0.055 0.034 0.051
H -1.666732 2.724191 2.953759 -0.008 -0.010 0.004
H -0.580850 3.651858 1.918160 -0.002 0.003 0.042
H 0.746588 3.228533 4.649816 -0.002 -0.004 0.004
H 2.994656 2.331211 5.905714 0.004 -0.004 0.005
H 3.152884 0.579154 5.756095 -0.003 -0.002 -0.003
H 4.136060 1.639065 4.749444 -0.002 0.004 -0.004
H 1.426052 0.010853 -2.106369 0.017 0.012 -0.018
H 2.934128 0.517432 -2.880367 0.025 -0.037 0.052
H 2.555398 -1.196145 -2.725882 -0.010 -0.005 0.004
H 5.329051 -0.468326 -1.327094 -0.006 -0.005 -0.008
H 6.708227 -0.627480 0.975901 0.001 0.001 0.002
H 5.925560 0.225623 2.309929 -0.001 0.003 -0.004
H 5.784505 -1.525894 2.182171 0.003 -0.002 -0.002
S -5.503513 -4.479520 0.251598 -0.011 -0.004 -0.012
C -4.238045 -3.467240 0.297428 -0.007 0.048 0.003
S -3.093805 -3.295406 -1.007599 0.058 0.031 -0.041
C -2.123818 -2.041120 -0.264774 0.070 -0.035 -0.003
C -2.458513 -1.679189 0.985392 -0.006 0.019 -0.060
S -1.557105 -0.545243 1.924583 -0.004 0.023 -0.019
S -3.861166 -2.450932 1.665377 0.009 -0.001 -0.002
S -0.697805 -1.370146 -1.047809 0.358 0.005 -0.007
C 1.018005 2.071987 -3.970074 -0.044 0.041 -0.098
Ge -0.181201 2.417585 -2.458183 0.043 -0.014 0.048
C -1.292024 3.978066 -2.850240 -0.062 0.003 0.004
C 0.825531 2.723567 -0.804606 0.010 0.036 0.026
Ge -1.732983 0.531248 -2.185439 0.036 -0.009 -0.032
C -2.223821 -0.180656 -3.930294 0.008 -0.072 0.010
C -2.898926 -1.383998 -4.129922 0.015 -0.006 -0.020
C -3.261169 -1.794886 -5.403385 -0.011 0.006 0.003
C -2.956832 -1.004755 -6.502681 0.000 -0.004 -0.011
C -2.297199 0.200433 -6.322168 -0.004 0.003 0.003
C -1.934462 0.606324 -5.045470 -0.015 0.037 0.019
C -3.256514 0.910836 -1.052304 -0.040 0.064 -0.006
C -4.377967 0.081230 -1.006671 -0.027 0.038 -0.055
C -5.448441 0.389801 -0.182200 -0.006 0.003 -0.003
C -5.417383 1.539086 0.597571 -0.002 0.001 -0.003
C -4.322487 2.388230 0.539457 0.012 -0.004 -0.003
C -3.250438 2.073886 -0.283714 0.009 -0.025 0.007
H 0.595316 2.483977 -4.885321 -0.009 0.051 0.015
H 1.194246 1.010819 -4.129651 -0.053 0.070 -0.066
H 1.973792 2.565717 -3.790145 0.008 -0.009 0.014
H -0.675506 4.768011 -3.280330 0.027 -0.013 0.005
H -1.758881 4.360492 -1.943490 -0.015 0.006 -0.010
H -2.080591 3.732385 -3.561441 0.006 0.016 -0.010
H 1.815733 3.119889 -1.035336 -0.010 0.021 -0.018
H 0.991263 1.809004 -0.227159 0.005 0.051 -0.047
H 0.306763 3.438785 -0.166288 0.017 -0.013 -0.071
H -3.156924 -2.015714 -3.294287 -0.011 -0.053 0.077
H -3.789022 -2.730331 -5.536067 0.014 -0.004 0.004
H -3.237898 -1.326246 -7.496786 -0.002 0.001 0.002
H -2.062701 0.825376 -7.173858 -0.005 0.008 0.005
H -1.432645 1.558549 -4.930006 0.024 -0.002 -0.006
H -4.431075 -0.807412 -1.624330 0.009 0.002 -0.008
H -6.311226 -0.263244 -0.153399 0.004 -0.007 0.004
H -6.255172 1.779084 1.239038 0.002 -0.002 0.002
H -4.304399 3.293729 1.132327 -0.002 0.007 -0.006
H -2.402260 2.749701 -0.324985 -0.024 -0.012 -0.014
```
Forces are in eV/Å.

## Properties
**Total charge**: +1
**LUMO (alpha / beta)**: -3.89 / -3.89 eV
**E_HOMO (alpha / beta)**: -0.37078 / -0.37079 Ha
**DFT total energy**: -214549.87742 eV

Löwdin population analysis, charges in e, atoms 1 to 8: 0.97 -0.01 -0.28 0.04 -0.24 0.00 0.05 -0.06

(4)
The following is a quantum chemistry calculation of 2 unconnected molecules or ions with the total composition C4H7N in a non-equilibrium geometry, from the Open Molecules 2025 dataset.

The geometry in XYZ format:
```
12
Properties=species:S:1:pos:R:3:forces:R:3
C -2.219703 -0.222462 0.409077 0.092 0.169 -0.409
C 1.209973 0.301192 -0.672963 -0.458 0.543 1.110
C 1.491208 0.351713 0.855538 1.301 1.952 0.623
C 0.627749 -0.665894 0.278702 -0.943 3.881 -0.545
N -2.617293 0.013941 -0.718046 -1.566 -0.297 -0.856
H -2.753051 -0.382834 1.350191 0.159 -0.170 0.144
H 0.683269 1.056568 -1.240421 -0.770 0.213 0.708
H 2.073511 0.122231 -1.229731 1.303 -1.185 -0.890
H 2.554292 -0.005431 1.098288 -1.614 0.650 -0.069
H 1.193143 1.326074 1.434644 0.232 -2.276 -1.012
H 0.761927 -1.654790 0.272140 0.240 -3.657 0.193
H -3.661236 -0.016750 -1.036122 2.027 0.177 1.002
```
Forces are in eV/Å.

## Properties
**LUMO (alpha / beta)**: 0.49 / 0.33 eV
**E_HOMO (alpha / beta)**: -0.29194 / -0.30104 Ha
**DFT total energy**: -5745.12923 eV

Löwdin population analysis, charges in e, atoms 1 to 8: -0.08 -0.18 -0.19 -0.09 -0.01 0.04 0.09 0.06

(5)
The following is a quantum chemistry calculation of 2 unconnected molecules or ions with the total composition C4H10NO3S in a non-equilibrium geometry, from the Open Molecules 2025 dataset.

The geometry in XYZ format:
```
19
Properties=species:S:1:pos:R:3:forces:R:3
O -2.181877 1.534919 -2.370097 0.031 -0.054 -0.188
C -1.412089 0.637375 -2.125195 -0.109 -0.051 0.289
O -1.639832 -0.316149 -1.254701 -0.160 0.143 -0.375
N -0.140484 0.529151 -2.781046 -0.016 0.220 -0.118
S 0.122446 -0.562082 -3.997368 -0.029 -0.112 0.114
H -0.728829 -0.516333 -0.831737 0.610 -0.059 0.975
H 0.600165 1.135151 -2.475224 -0.018 0.019 -0.020
H -0.456286 0.077282 -5.039928 0.063 0.068 -0.069
C -0.507525 -0.939959 2.078940 0.073 -0.163 0.161
C 0.795156 -0.520759 1.368178 -0.474 0.329 0.309
C 1.383684 0.681550 2.130893 0.167 -0.091 0.150
O 0.574169 -0.201634 0.068154 -0.093 -0.299 -0.750
H -1.231154 -0.121358 2.034747 -0.001 -0.007 -0.075
H -0.939820 -1.813218 1.584164 -0.028 0.047 -0.050
H -0.342459 -1.198621 3.133197 0.018 0.007 -0.005
H 1.513200 -1.363222 1.530419 0.016 -0.005 -0.206
H 0.686038 1.522370 2.085219 -0.002 -0.007 -0.071
H 2.328501 0.986492 1.674791 -0.042 0.029 -0.062
H 1.576994 0.449046 3.186594 -0.007 -0.014 -0.006
```
Forces are in eV/Å.

## Properties
**Total charge**: -1
**LUMO**: 3.06 eV
**E_HOMO**: -0.13876 Ha
**DFT total energy**: -22778.68042 eV

Löwdin population analysis, charges in e, atoms 1 to 8: 0.07 -0.69 0.06 -0.41 0.72 0.06 0.08 -0.17

(6)
The following is a quantum chemistry calculation of a molecular structure, C3H2IrO3 in a non-equilibrium geometry, from the Open Molecules 2025 dataset.

The geometry in XYZ format:
```
9
Properties=species:S:1:pos:R:3:forces:R:3
C 1.350581 -1.354145 -0.239123 -0.007 -3.446 2.203
C 1.337836 -0.107079 -0.519839 -4.662 3.943 -3.093
O 0.492252 0.715493 -0.940312 3.833 0.859 -0.155
C -0.835809 0.763079 -0.403948 0.048 -7.434 -1.156
O -0.974963 1.531908 0.509290 0.057 2.878 0.710
O -1.394798 -0.381183 -0.446791 0.123 2.688 -0.607
H 2.074614 -1.926956 0.346933 0.282 -1.191 -0.164
Ir -1.958357 2.231830 1.899692 -2.144 1.991 2.701
H -0.091355 -1.472947 -0.205902 2.470 -0.287 -0.439
```
Forces are in eV/Å.

## Properties
**Total charge**: +4
**LUMO (alpha / beta)**: -22.95 / -25.63 eV
**E_HOMO (alpha / beta)**: -1.19632 / -1.19357 Ha
**DFT total energy**: -12048.40462 eV
**Multiplicity**: 6

Löwdin population analysis, charges in e, atoms 1 to 8: 0.51 0.31 0.35 -0.35 0.07 0.40 0.21 2.13